[1]
{"formula": "H18O9", "method": "ωB97M-V/def2-TZVPD", "elements": ["O", "H", "H", "O", "H", "H", "O", "H", "H", "O", "H", "H", "O", "H", "H", "O", "H", "H", "O", "H", "H", "O", "H", "H", "O", "H", "H"], "coordinates": [[-0.617, 0.800, 0.215], [-1.109, 0.076, 0.563], [0.143, 0.467, -0.233], [-1.670, 3.246, -1.150], [-1.500, 2.569, -0.508], [-0.867, 3.323, -1.691], [1.888, -1.273, 0.795], [2.627, -1.910, 0.723], [1.157, -1.899, 0.868], [0.824, 2.881, -2.452], [1.135, 2.227, -1.796], [1.496, 2.854, -3.118], [-2.213, -1.508, 1.353], [-2.705, -0.963, 1.993], [-2.824, -2.005, 0.811], [-0.012, -2.971, 1.682], [0.002, -3.372, 2.545], [-0.852, -2.480, 1.736], [-0.627, 0.294, -3.056], [-0.381, 1.057, -2.574], [-0.058, 0.256, -3.870], [0.278, -0.874, 3.783], [1.032, -0.273, 3.585], [-0.305, -0.538, 3.116], [1.758, 0.411, -1.186], [1.848, -0.098, -0.334], [1.552, -0.298, -1.802]], "mulliken_charge": [-0.57, 0.36, 0.34, -0.67, 0.31, 0.39, -0.66, 0.32, 0.37, -0.69, 0.33, 0.29, -0.69, 0.33, 0.27, -0.71, 0.35, 0.34, -0.68, 0.33, 0.31, -0.60, 0.32, 0.30, -0.69, 0.38, 0.29], "smiles": "O.O.O.O.O.O.O.O.O", "e_homo_ev": -10.02, "e_lumo_ev": -0.1, "total_charge": 0, "orbital_gap_ha": 0.365}

[2]
{"formula": "C3H2FO2Pb", "method": "ωB97M-V/def2-TZVPD", "elements": ["F", "O", "O", "C", "C", "C", "H", "H", "Pb"], "coordinates": [[1.109, -0.126, -1.341], [-1.031, 0.208, 1.561], [-0.088, 2.321, 1.767], [-0.021, -0.766, 1.325], [1.035, 0.104, 1.271], [0.026, 1.151, 1.614], [-0.213, -1.835, 1.442], [2.104, 0.036, 1.445], [-0.371, -1.410, -2.130]], "mulliken_charge": [-0.61, -0.31, -0.55, -0.43, -0.21, 0.59, 0.45, 0.28, -0.21], "e_homo_ev": [-1.39, -1.43], "e_lumo_ev": [3.7, 3.5], "total_charge": -1, "orbital_gap_ha": [0.188, 0.182]}

[3]
{"formula": "C33H37BiClO2Si2", "method": "ωB97M-V/def2-TZVPD", "elements": ["C", "C", "C", "H", "C", "C", "H", "H", "H", "H", "Bi", "Si", "C", "C", "H", "C", "H", "C", "H", "C", "H", "C", "H", "C", "C", "H", "C", "H", "C", "H", "C", "H", "C", "H", "H", "Si", "C", "C", "H", "C", "H", "C", "H", "C", "H", "C", "H", "C", "C", "H", "C", "H", "C", "H", "C", "H", "C", "H", "H", "Cl", "C", "O", "C", "C", "O", "C", "H", "H", "H", "H", "H", "H", "H", "H", "H", "H"], "coordinates": [[-2.433, -1.381, 4.328], [-3.336, -1.712, 3.272], [-2.802, -2.808, 2.536], [-4.305, -1.228, 3.102], [-1.546, -3.194, 3.133], [-1.319, -2.310, 4.269], [-0.561, -2.449, 5.042], [-2.610, -0.675, 5.143], [-3.296, -3.351, 1.722], [-0.949, -4.083, 2.895], [-0.860, -0.929, 2.297], [2.503, 1.948, -0.040], [1.204, 3.288, -0.752], [1.280, 3.704, -2.073], [2.096, 3.347, -2.711], [0.301, 4.561, -2.591], [0.354, 4.882, -3.633], [-0.766, 4.974, -1.779], [-1.549, 5.610, -2.194], [-0.830, 4.572, -0.443], [-1.658, 4.885, 0.201], [0.186, 3.758, 0.083], [0.164, 3.470, 1.134], [1.269, 0.462, -0.211], [-0.110, 0.492, 0.015], [-0.643, 1.435, 0.168], [-0.921, -0.720, -0.240], [-1.998, -0.675, -0.353], [-0.264, -2.024, 0.121], [-0.848, -2.938, 0.279], [1.154, -2.013, -0.049], [1.749, -2.908, 0.133], [1.712, -0.850, -0.677], [2.669, -0.943, -1.200], [2.360, 2.549, 1.304], [0.081, -1.157, -1.644], [0.019, -2.536, -2.940], [-1.112, -2.667, -3.753], [-1.988, -2.037, -3.582], [-1.116, -3.567, -4.821], [-1.997, -3.646, -5.460], [0.012, -4.357, -5.080], [0.015, -5.051, -5.925], [1.132, -4.249, -4.247], [2.011, -4.867, -4.432], [1.133, -3.346, -3.178], [2.022, -3.266, -2.546], [-0.403, 0.285, -2.897], [-1.633, 0.941, -2.783], [-2.344, 0.699, -1.989], [-2.006, 1.923, -3.714], [-2.977, 2.415, -3.616], [-1.148, 2.274, -4.755], [-1.444, 3.032, -5.485], [0.100, 1.648, -4.846], [0.791, 1.929, -5.641], [0.471, 0.664, -3.915], [1.451, 0.188, -4.015], [3.429, 2.490, -0.934], [4.170, 0.696, 0.747], [2.058, -1.932, 3.696], [1.229, -0.785, 3.449], [1.882, 0.448, 3.859], [0.896, 1.602, 3.898], [-0.450, 1.161, 4.188], [-0.818, 1.360, 5.564], [1.528, -2.825, 3.341], [2.238, -2.021, 4.780], [3.018, -1.818, 3.165], [2.317, 0.299, 4.860], [2.692, 0.676, 3.144], [1.238, 2.329, 4.656], [0.866, 2.091, 2.909], [-1.910, 1.441, 5.587], [-0.486, 0.504, 6.172], [-0.364, 2.286, 5.951]], "mulliken_charge": [-0.60, -0.66, -0.56, 0.50, -0.49, -0.46, 0.53, 0.66, 0.47, 0.46, 2.06, 1.00, -0.01, -0.34, 0.35, -0.52, 0.46, -0.63, 0.39, -0.49, 0.42, -0.20, 0.21, 0.40, -1.12, -0.04, 0.12, 0.85, -0.27, 0.96, -1.14, 0.54, -0.74, 0.80, -0.21, 0.31, 0.38, -0.15, 0.37, -0.78, 0.40, -0.49, 0.39, -0.76, 0.39, -0.54, 0.22, 0.48, -0.19, 0.14, -0.59, 0.43, -0.66, 0.42, -0.69, 0.41, -0.33, 0.42, -0.42, -0.47, -1.00, -0.27, -0.56, 0.18, -0.41, -0.81, 0.30, 0.35, 0.33, 0.56, 0.25, 0.64, -0.84, 0.25, 0.32, 0.35], "e_homo_ev": -9.81, "e_lumo_ev": -4.6, "total_charge": 1, "orbital_gap_ha": 0.191}

[4]
{"formula": "C3H7BrN3", "method": "ωB97M-V/def2-TZVPD", "elements": ["N", "C", "N", "Br", "C", "C", "N", "H", "H", "H", "H", "H", "H", "H"], "coordinates": [[-1.253, -0.588, -1.641], [-0.302, -0.313, -0.800], [-0.051, 1.074, -0.503], [1.477, 1.769, -1.315], [0.007, 1.027, 0.988], [0.548, -0.449, 1.280], [0.532, -1.158, -0.034], [-2.069, 0.016, -1.622], [-1.257, -1.381, -2.273], [-1.053, 0.991, 1.291], [0.615, 1.860, 1.365], [-0.183, -0.929, 1.951], [1.548, -0.536, 1.735], [1.442, -1.383, -0.421]], "mulliken_charge": [-0.18, 0.20, -0.24, 0.10, -0.37, -0.36, -0.30, 0.31, 0.29, 0.28, 0.32, 0.24, 0.35, 0.34], "smiles": "NC1=[N+](Br)CCN1", "e_homo_ev": -14.01, "e_lumo_ev": -5.8, "total_charge": 1, "orbital_gap_ha": 0.303}

Results for ΔE to the lowest compared entry with this formula, charge and spin: 185.4; 0.0; 99.5; 169.1 (in kJ/mol, following the order of the records).